No. 1
Entry from the OMol25 dataset: a molecular structure, C22H17AuBrN4 at a distorted geometry (ωB97M-V/def2-TZVPD).

Structure (XYZ):
```
45
Properties=species:S:1:pos:R:3:forces:R:3:nbo_charge:R:1
Au -0.845 0.220 1.907 -0.45 0.30 1.07 0.894
Br -5.605 -4.860 -0.961 1.06 1.10 0.12 0.431
C -4.319 -3.518 -0.781 -0.94 -0.81 0.17 0.112
C -3.371 -3.293 -1.807 0.79 0.34 -0.73 -0.259
C -2.426 -2.318 -1.684 -0.45 -0.94 -0.71 -0.051
C -2.365 -1.500 -0.503 1.35 1.35 -0.17 0.157
C -3.356 -1.737 0.513 -0.93 -0.39 0.56 -0.037
C -4.292 -2.715 0.386 0.10 0.45 0.58 -0.264
N -1.490 -0.550 -0.268 -2.23 -1.42 0.35 -0.329
C -0.334 -0.209 -1.000 1.21 0.00 -0.71 0.081
C 0.129 1.790 -0.391 0.41 1.70 -0.57 0.304
C 1.167 2.640 -1.139 -0.15 -0.37 0.62 -0.254
C 0.553 3.983 -1.372 -0.17 0.32 -0.25 -0.100
C -0.490 4.424 -0.660 0.22 0.01 -0.34 -0.262
C -1.030 3.611 0.421 0.18 0.12 -0.24 0.191
N -0.701 2.392 0.566 -0.64 -0.74 1.12 -0.526
H -3.418 -3.903 -2.698 0.03 0.00 -0.07 0.282
H -1.737 -2.145 -2.495 0.11 -0.04 -0.10 0.241
H -3.321 -1.111 1.397 -0.08 0.00 0.02 0.249
H -5.022 -2.889 1.164 -0.02 0.02 0.04 0.285
H 0.141 -1.038 -1.534 -0.03 -0.02 0.11 0.227
H 2.172 2.768 -0.728 0.01 -0.08 0.01 0.252
H 1.061 4.629 -2.078 -0.08 0.07 -0.06 0.256
H -0.899 5.412 -0.786 0.09 0.19 -0.11 0.269
H -1.689 4.062 1.154 -0.03 -0.01 0.03 0.236
C 2.746 -1.433 4.007 0.43 0.00 -0.49 -0.104
C 3.688 -1.609 3.005 -0.01 -0.18 0.46 -0.153
C 3.433 -1.121 1.735 -0.27 0.25 -0.41 -0.080
C 2.206 -0.491 1.464 0.65 -0.38 0.71 0.033
N 1.294 -0.353 2.466 -0.55 0.05 0.04 -0.482
C 1.554 -0.780 3.681 0.08 0.08 0.06 0.080
C 1.852 0.015 0.170 -0.37 0.16 -0.56 0.470
C 2.617 0.025 -1.015 0.50 -0.43 0.11 -0.341
C 2.195 0.640 -2.169 -0.18 0.22 0.37 0.135
C 1.044 1.580 -2.294 0.17 0.10 -0.54 -0.298
C -0.348 1.148 -1.710 -0.70 -0.02 0.12 -0.200
N 0.535 0.449 0.052 0.60 -0.80 -0.52 -0.565
H 2.907 -1.786 5.014 0.06 -0.05 0.07 0.275
H 4.610 -2.131 3.214 0.10 0.02 -0.01 0.274
H 4.166 -1.246 0.952 0.09 0.01 -0.02 0.249
H 0.808 -0.603 4.443 -0.07 -0.02 -0.02 0.238
H 3.577 -0.477 -1.030 0.02 0.02 -0.04 0.269
H 2.837 0.561 -3.038 0.09 -0.09 -0.02 0.265
H 0.982 1.993 -3.299 0.04 -0.11 0.02 0.280
H -1.215 1.474 -2.272 -0.04 0.05 -0.07 0.269
```
Positions in Å, forces in eV/Å.

Calculated values
Strongest force on any atom, eV/Å: 2.67
E_HOMO (alpha / beta), eV: -17.76 / -17.76
Total charge: +3
Total energy, hartree: -3776.0389

***

No. 2
Entry from the OMol25 dataset: C5H14N2 in the gas phase at a distorted geometry (ωB97M-V/def2-TZVPD).

Structure (XYZ):
```
21
Properties=species:S:1:pos:R:3:forces:R:3:nbo_charge:R:1
C -1.458 0.966 -0.335 -0.19 -1.37 0.40 -0.428
N -0.071 0.914 0.082 0.21 -0.64 -0.62 -0.443
C 0.668 1.911 -0.654 0.26 0.80 0.84 -0.413
C 0.101 -1.163 -1.405 -0.25 1.57 -0.15 -0.649
C 0.486 -0.443 -0.093 0.14 -0.82 0.54 -0.060
C 0.098 -1.272 1.138 1.12 0.36 -0.15 -0.220
N 0.904 -0.830 2.306 -1.07 -0.28 0.30 -0.822
H -1.956 0.037 -0.026 -0.09 0.36 0.47 0.192
H -1.540 0.851 -1.418 -0.27 0.95 -0.29 0.172
H -1.961 1.813 0.131 -0.08 0.09 -0.50 0.208
H 0.600 1.868 -1.753 0.00 -0.23 0.06 0.163
H 1.707 1.883 -0.318 0.04 -0.02 -0.29 0.205
H 0.273 2.882 -0.328 0.10 0.00 -0.31 0.197
H -0.820 -1.731 -1.295 0.03 -0.19 -0.16 0.206
H 0.883 -1.718 -1.888 0.41 -0.73 0.38 0.222
H -0.062 -0.368 -2.140 -0.34 -0.14 -0.12 0.205
H 1.579 -0.399 -0.022 -0.16 0.40 -0.14 0.212
H -0.958 -1.179 1.334 -0.57 -0.16 -0.03 0.170
H 0.342 -2.309 0.942 -0.05 -0.30 -0.08 0.184
H 0.857 -1.591 2.983 0.28 0.03 -0.07 0.346
H 0.327 -0.122 2.760 0.48 0.29 -0.09 0.352
```
Positions in Å, forces in eV/Å.

Calculated values
Strongest force on any atom, eV/Å: 1.60
E_HOMO, eV: -8.56
SMILES string: C[C@H](CN)N(C)C
Relative energy (zero: lowest compared OMol25 entry of this formula, charge and spin), kcal/mol: 26.7
Total energy, hartree: -308.3804

***

No. 3
Entry from the OMol25 dataset: 2 unconnected molecules or ions with the total composition C9H9N3O2 at a distorted geometry (ωB97M-V/def2-TZVPD).

Structure (XYZ):
```
23
Properties=species:S:1:pos:R:3:forces:R:3:nbo_charge:R:1
C -2.783 0.086 0.375 2.15 0.23 -1.80 0.668
C -2.351 -1.207 -0.329 -2.06 0.82 2.20 -0.381
C -1.184 -1.188 -0.941 2.07 0.44 -2.28 0.052
C -0.822 1.272 -0.628 0.60 1.05 0.87 0.796
C 1.834 1.134 -0.469 0.06 -3.67 3.79 0.045
C 2.219 -0.280 -0.715 0.67 3.78 -2.45 -0.252
C 2.271 -1.172 0.271 -2.97 0.63 2.33 -0.220
C 1.515 -0.752 1.375 1.55 2.34 -0.81 -0.233
C 1.109 0.537 1.671 -0.24 -0.29 -2.58 -0.003
H -1.980 1.980 0.848 -0.48 1.14 0.62 0.426
H -3.117 -2.028 -0.133 1.79 0.88 -0.44 0.262
H -0.631 -2.066 -1.371 -0.96 0.85 0.40 0.223
H 0.136 0.048 -2.033 0.53 0.06 -0.45 0.423
H 2.083 1.821 -1.226 -0.32 0.98 -0.55 0.209
H 2.418 -0.536 -1.762 0.63 0.17 0.34 0.201
H 2.443 -2.203 0.363 0.91 -1.23 -1.08 0.224
H 1.403 -1.435 2.083 -0.66 -2.89 3.24 0.191
H 0.568 0.692 2.600 0.10 0.54 -0.18 0.202
N -1.782 1.137 0.385 -0.42 -3.12 -1.92 -0.663
N -0.500 0.044 -1.278 -2.66 0.25 2.23 -0.639
N 1.204 1.514 0.720 4.16 -1.31 0.10 -0.400
O -3.853 0.259 0.852 -1.35 0.04 1.05 -0.555
O -0.200 2.345 -0.659 -3.12 -1.71 -2.62 -0.577
```
Positions in Å, forces in eV/Å.

Calculated values
Strongest force on any atom, eV/Å: 5.28
E_HOMO, eV: -8.90
SMILES string: O=c1cc[nH]c(=O)[nH]1.c1ccncc1
Relative energy (zero: lowest compared OMol25 entry of this formula, charge and spin), kcal/mol: 97.0
Total energy, hartree: -663.0147

***

No. 4
Entry from the OMol25 dataset: a molecular structure, C30H53BiNP2 at a distorted geometry (ωB97M-V/def2-TZVPD).

Structure (XYZ):
```
87
Properties=species:S:1:pos:R:3:forces:R:3:mulliken_charge:R:1
Bi -0.317 -0.186 -2.829 -1.45 -1.17 3.75 0.329
C -2.644 1.732 0.167 0.76 -0.82 2.57 0.039
C -3.175 0.867 -0.828 0.19 -0.97 0.23 0.621
C -2.632 -0.411 1.003 -1.06 -1.24 -2.05 0.471
C -2.366 0.949 1.320 -0.08 2.75 -1.77 0.979
C -3.147 -0.463 -0.322 0.61 0.25 1.02 0.294
C -2.427 3.187 0.014 -0.10 0.63 0.00 -1.620
H -2.039 3.422 -0.988 -0.06 0.06 0.21 0.314
H -1.706 3.563 0.753 -0.18 -0.05 -0.24 0.318
H -3.361 3.756 0.146 0.24 -0.02 -0.09 0.285
C -1.902 1.450 2.633 0.19 0.19 0.36 -0.902
H -1.897 2.547 2.651 0.02 -0.29 0.08 0.439
H -0.884 1.098 2.867 -0.22 0.06 -0.05 -0.214
H -2.567 1.106 3.443 0.20 0.10 -0.21 0.360
C -2.420 -1.562 1.909 0.19 -0.34 0.23 -0.934
H -3.225 -1.644 2.659 0.20 0.05 -0.16 0.332
H -1.469 -1.465 2.454 -0.21 0.00 -0.10 -0.121
H -2.389 -2.506 1.350 -0.04 0.20 0.19 0.286
C -3.576 -1.669 -1.063 -0.39 -0.42 -0.24 -1.275
H -4.672 -1.702 -1.172 0.27 -0.13 -0.06 0.300
H -3.270 -2.584 -0.542 -0.08 0.14 -0.19 0.339
H -3.150 -1.698 -2.079 -0.10 -0.11 0.13 0.108
C -3.656 1.303 -2.159 -0.26 0.00 -0.38 -1.130
H -4.521 1.981 -2.063 0.28 -0.14 -0.04 0.370
H -3.980 0.446 -2.765 0.07 0.20 0.08 0.340
H -2.878 1.852 -2.718 -0.24 -0.07 0.17 0.194
C 1.646 0.688 -3.526 -0.11 1.78 -1.17 -0.108
C 0.521 1.549 -3.936 1.55 0.28 -0.34 -0.326
C 0.068 1.582 -5.388 -0.39 0.17 -0.57 -0.939
C -0.994 0.523 -5.785 -0.21 0.70 -0.20 -0.907
C -0.987 -0.739 -4.955 1.27 -1.20 -1.01 -0.368
C 0.213 -1.495 -4.661 -1.03 0.00 -1.50 -0.281
C 1.541 -1.175 -5.308 0.99 0.16 -0.08 -0.852
C 2.387 -0.096 -4.583 0.44 -0.72 -0.19 -1.118
H 0.937 1.514 -6.058 -0.15 0.01 0.27 0.262
H -0.902 0.303 -6.867 -0.02 -0.18 0.41 0.385
H -0.387 2.568 -5.579 0.29 -0.32 0.05 0.432
H 2.795 0.591 -5.342 -0.02 0.02 0.36 0.350
H 2.238 0.995 -2.657 -0.43 -0.10 -0.09 0.361
H 0.341 2.463 -3.363 0.11 -0.36 0.04 0.715
H 3.257 -0.589 -4.117 -0.40 0.26 -0.11 0.452
H 2.153 -2.094 -5.334 -0.44 0.33 -0.03 0.398
H 0.105 -2.547 -4.387 -0.32 0.35 0.15 0.662
H 1.395 -0.885 -6.362 -0.18 -0.11 0.34 0.281
H -1.994 0.977 -5.672 0.39 -0.18 0.00 0.436
H -1.923 -1.300 -4.940 0.14 0.19 0.36 0.580
P 2.601 1.969 0.625 -0.01 0.28 0.67 0.786
C 1.945 2.305 2.323 -0.15 -0.23 0.09 -0.445
H 2.683 2.867 2.913 -0.26 -0.04 -0.13 0.405
H 1.706 1.362 2.834 0.09 0.33 -0.12 -0.423
H 1.023 2.895 2.231 0.20 -0.17 0.12 0.380
C 4.399 2.246 0.991 0.09 -0.36 -0.41 -1.444
H 4.589 3.323 1.086 0.09 -0.34 0.15 0.430
H 4.971 1.850 0.142 0.13 0.18 0.25 0.343
H 4.717 1.715 1.900 -0.14 0.19 -0.30 0.298
C 2.257 3.640 -0.061 0.02 -0.01 -0.34 -1.176
H 2.390 3.610 -1.148 0.00 0.27 0.13 0.316
H 2.959 4.358 0.380 -0.35 0.06 -0.18 0.389
H 1.224 3.928 0.168 0.20 -0.01 -0.14 0.268
P 1.115 -3.261 -0.048 -0.13 0.43 -0.38 0.758
C -0.026 -4.533 -0.737 -0.28 0.06 -0.29 -1.185
H 0.541 -5.290 -1.305 -0.37 0.12 0.28 0.393
H -0.723 -4.016 -1.417 0.09 -0.41 0.16 0.171
H -0.603 -5.001 0.075 0.12 0.05 -0.42 0.405
C 2.665 -3.884 -0.810 0.14 0.09 0.07 -1.436
H 2.567 -3.806 -1.904 0.11 -0.10 0.32 0.330
H 2.830 -4.931 -0.514 0.16 0.27 -0.19 0.413
H 3.500 -3.245 -0.491 -0.10 -0.31 -0.11 0.353
C 1.269 -3.824 1.687 0.05 0.23 0.33 -0.812
H 0.547 -4.630 1.872 0.37 0.14 0.15 0.456
H 1.038 -2.965 2.333 0.05 -0.33 -0.01 -0.152
H 2.295 -4.147 1.904 -0.29 -0.10 0.03 0.342
C -0.357 -0.566 5.354 -0.52 0.13 -0.18 -0.693
C 1.041 -0.804 4.959 1.26 -0.13 -1.21 0.583
C 2.102 -1.152 5.859 1.85 -0.33 -0.61 -1.111
C 3.250 -1.312 5.066 -1.16 0.08 1.48 -0.766
C 2.844 -1.055 3.717 -1.55 0.26 0.73 0.850
C 3.714 -1.129 2.529 0.00 0.05 -0.48 -0.988
N 1.513 -0.740 3.679 -0.14 -0.20 0.05 -0.155
H -0.980 -0.317 4.489 0.20 -0.09 0.27 -0.161
H -0.412 0.260 6.079 -0.01 -0.20 -0.12 0.341
H -0.773 -1.460 5.841 0.11 0.20 -0.04 0.360
H 1.981 -1.255 6.931 0.21 -0.04 -0.13 0.487
H 4.262 -1.573 5.355 -0.22 0.02 0.16 0.517
H 4.584 -0.467 2.650 -0.14 -0.18 -0.02 0.373
H 4.102 -2.151 2.403 -0.04 0.21 0.06 0.379
H 3.169 -0.845 1.621 0.08 -0.04 0.19 -0.116
```
Positions in Å, forces in eV/Å.

Calculated values
Strongest force on any atom, eV/Å: 4.19
E_HOMO (alpha / beta), eV: -9.28 / -9.36
Total charge: +1
Total energy, hartree: -2126.5544

***

No. 5
Entry from the OMol25 dataset: 2 unconnected molecules or ions with the total composition C5H8BrN at a distorted geometry (ωB97M-V/def2-TZVPD).

Structure (XYZ):
```
15
Properties=species:S:1:pos:R:3:forces:R:3:nbo_charge:R:1
C 0.159 2.083 -0.013 1.53 0.25 -0.29 -0.213
C 1.266 1.665 0.618 -1.59 -0.51 -0.23 -0.038
C -0.576 0.875 -0.506 -1.47 1.95 -0.59 -0.542
C 0.235 -0.221 0.043 1.94 1.02 0.39 0.318
C -0.083 -1.623 -0.200 -1.09 -1.75 1.63 -0.693
N 1.262 0.270 0.635 1.45 -1.74 0.41 -0.456
Br 3.649 -1.876 0.947 -0.55 0.41 -0.27 -0.377
H 0.000 3.118 -0.211 -0.71 0.40 -0.17 0.222
H 2.016 2.201 1.148 0.46 0.33 0.10 0.219
H -1.614 1.050 -0.060 0.87 -1.00 -1.07 0.271
H -0.530 0.805 -1.649 -0.59 0.12 1.47 0.271
H 2.526 -0.864 0.678 0.45 -0.17 0.51 0.264
H -0.553 -1.979 0.769 0.43 0.22 -0.83 0.247
H 0.643 -2.497 -0.447 -1.00 2.22 -0.14 0.280
H -0.956 -1.387 -0.801 -0.13 -1.76 -0.94 0.227
```
Positions in Å, forces in eV/Å.

Calculated values
Strongest force on any atom, eV/Å: 2.63
E_HOMO, eV: -9.49
SMILES string: CC1=NC=CC1.Br
Relative energy (zero: lowest compared OMol25 entry of this formula, charge and spin), kcal/mol: 11.5
Total energy, hartree: -2824.0311

***

No. 6
Entry from the OMol25 dataset: a molecular structure, C6H9O6PV at a distorted geometry (ωB97M-V/def2-TZVPD).

Structure (XYZ):
```
23
Properties=species:S:1:pos:R:3:forces:R:3:nbo_charge:R:1
O 0.007 2.045 -4.980 -0.03 -2.94 4.66 -0.228
C 0.001 1.425 -4.001 0.08 3.39 -6.18 0.472
V -0.045 0.429 -2.192 0.11 5.59 4.16 0.827
C 1.459 -0.662 -2.351 8.84 -6.48 -2.20 0.463
C -1.509 -0.674 -2.347 -8.73 -6.62 -2.29 0.470
O 2.435 -1.295 -2.572 -5.81 3.79 1.53 -0.233
O -2.470 -1.317 -2.576 5.32 3.57 1.50 -0.237
C -1.569 1.416 2.632 -0.16 0.24 0.13 -0.265
O -0.398 0.617 2.181 -0.54 -1.28 -2.83 -0.784
P -0.213 0.015 0.617 0.34 1.46 1.85 1.731
O 1.448 -0.154 0.689 -2.28 -0.17 0.09 -0.796
C 2.044 1.138 0.941 1.34 1.99 0.00 -0.309
O -1.078 -1.330 0.449 1.11 2.02 -0.04 -0.816
C -0.436 -2.607 0.575 0.08 -0.89 0.39 -0.268
H -2.507 1.124 2.087 0.83 -0.09 0.85 0.200
H -1.311 2.431 2.278 -0.37 -0.28 0.80 0.201
H -1.647 1.318 3.788 0.19 0.13 -2.31 0.262
H 1.890 1.884 0.116 0.20 -0.97 -0.17 0.159
H 1.652 1.771 1.767 0.03 -1.38 0.06 0.241
H 3.137 0.991 1.094 -0.96 -0.06 -0.22 0.258
H 0.137 -2.567 1.523 -0.51 -0.79 -0.44 0.225
H -1.321 -3.307 0.543 1.62 0.29 0.13 0.253
H 0.297 -2.690 -0.263 -0.72 -0.52 0.54 0.174
```
Positions in Å, forces in eV/Å.

Calculated values
Strongest force on any atom, eV/Å: 11.19
E_HOMO (alpha / beta), eV: -17.31 / -17.37
Total charge: +2
⟨S²⟩: 3.7989
Spin multiplicity: 4
Relative energy (zero: lowest compared OMol25 entry of this formula, charge and spin), kcal/mol: 0.0
Total energy, hartree: -1970.0696

***

No. 7
Entry from the OMol25 dataset: a molecular structure, C5H12 (ωB97M-V/def2-TZVPD).

Structure (XYZ):
```
17
Properties=species:S:1:pos:R:3:forces:R:3:nbo_charge:R:1
C 2.073 -0.170 0.241 0.05 0.02 -0.03 -0.601
C 0.685 -0.558 0.741 -0.01 -0.02 -0.04 -0.508
C -0.351 -0.737 -0.333 -0.07 0.08 0.30 -0.039
C -0.558 1.399 -0.963 -0.06 0.19 0.14 -0.729
C -1.746 -0.856 0.214 -0.05 -0.01 -0.06 -0.708
H 2.085 0.860 -0.134 -0.01 -0.16 0.06 0.199
H 2.819 -0.238 1.041 -0.10 0.02 -0.11 0.209
H 2.378 -0.828 -0.578 -0.03 0.08 0.12 0.215
H 0.369 0.106 1.569 0.00 -0.07 -0.13 0.174
H 0.736 -1.566 1.186 -0.03 0.11 -0.07 0.239
H -0.279 0.231 -1.232 0.03 0.00 -0.10 0.241
H -1.531 1.559 -1.433 0.15 -0.07 0.07 0.221
H -0.581 1.678 0.089 0.01 -0.07 -0.15 0.219
H 0.231 1.940 -1.491 -0.10 -0.14 0.07 0.225
H -1.985 -0.211 1.079 0.08 -0.05 -0.12 0.179
H -2.508 -0.716 -0.558 0.12 -0.05 0.12 0.220
H -1.836 -1.895 0.560 0.03 0.13 -0.06 0.245
```
Positions in Å, forces in eV/Å.

Calculated values
Strongest force on any atom, eV/Å: 0.32
E_HOMO, eV: -7.71
Relative energy (zero: lowest compared OMol25 entry of this formula, charge and spin), kcal/mol: 96.7
Total energy, hartree: -197.5550

***

No. 8
Entry from the OMol25 dataset: a molecular structure, C3H8OSn at a distorted geometry (ωB97M-V/def2-TZVPD).

Structure (XYZ):
```
13
Properties=species:S:1:pos:R:3:forces:R:3:nbo_charge:R:1
Sn 2.612 2.482 -0.734 -1.58 -0.88 0.70 1.883
C -1.255 -0.297 -0.687 -0.12 0.12 -0.06 -0.643
C -0.283 0.006 0.450 0.31 -1.95 -0.81 0.076
C 0.969 -0.875 0.438 -0.49 0.36 -0.77 -0.642
O 0.140 1.380 0.302 0.91 1.22 0.13 -0.828
H -0.850 0.031 -1.646 0.11 0.01 0.01 0.210
H -2.202 0.221 -0.525 0.00 0.03 -0.03 0.238
H -1.494 -1.355 -0.797 0.14 -0.05 0.29 0.265
H -0.803 -0.167 1.395 0.17 0.69 0.23 0.223
H 0.739 -1.830 0.906 0.31 0.03 0.17 0.286
H 1.815 -0.382 0.927 -0.04 -0.12 0.44 0.187
H 1.254 -1.106 -0.593 0.01 0.00 -0.09 0.215
H -0.642 1.893 0.563 0.28 0.56 -0.20 0.530
```
Positions in Å, forces in eV/Å.

Calculated values
Strongest force on any atom, eV/Å: 2.13
E_HOMO, eV: -18.75
Total charge: +2
Relative energy (zero: lowest compared OMol25 entry of this formula, charge and spin), kcal/mol: 20.4
Total energy, hartree: -407.8477